A 2-piece molecular cluster, C34H54Br2F2N5O3Si overall in a non-equilibrium geometry, computed with the ωB97M-V functional and the def2-TZVPD basis.

- HOMO-LUMO gap: 6.32 eV
- HOMO level: -9.3 eV
- Total charge: +1
- Energy relative to the best compared isomer or geometry (same formula, charge and spin): 0.0000 eV
- Spin multiplicity: 1

Atoms and positions in Å:
1 C 4.21074 1.46625 1.76117
2 C 2.90378 1.27808 1.87059
3 C 1.33905 0.82031 1.94077
4 N 0.99312 0.33791 0.56925
5 C -0.19436 -0.55642 0.51934
6 C -1.44676 0.42724 0.09641
7 C -1.78245 1.57067 1.18219
8 C -3.29345 2.11940 0.83182
9 C -3.12250 3.70818 0.50446
10 C -4.50763 4.43789 0.07374
11 C -0.06924 -1.87433 -0.39970
12 O 0.89823 -2.88038 0.06887
13 C 1.33340 -2.82320 1.40657
14 C 1.75592 -4.39206 1.77246
15 O 1.50234 -5.29891 0.61906
16 N 1.04667 -6.44278 1.22827
17 O 0.48089 -7.14431 0.44117
18 N 2.63447 -2.07233 1.65198
19 C 2.94385 -1.97290 3.11265
20 C 4.48253 -2.52839 3.30225
21 C -1.42992 -2.77894 -0.46002
22 Br -1.66962 -4.35896 0.78595
23 C -2.55835 -2.60514 -1.31701
24 C -3.84437 -3.62285 -1.29326
25 Br -2.69891 -1.13513 -2.60418
26 C 0.60373 -1.59165 -1.88244
27 F 0.36676 -0.26324 -2.37919
28 F 2.07050 -1.63198 -1.68786
29 C 0.35434 -2.78308 -2.94070
30 C 1.63866 -3.05683 -3.93791
31 Si 2.66329 -4.61895 -3.41394
32 C 3.76906 -4.29656 -1.84896
33 C 1.54258 -6.15146 -3.07874
34 C 3.93197 -5.04375 -4.83345
35 C 4.85730 -3.84720 -5.36571
36 C 5.96416 -4.08232 -6.49584
37 C 6.13948 -5.54657 -7.09189
38 C 5.20861 -6.71213 -6.56384
39 C 4.09463 -6.51585 -5.43985
40 H 5.29238 1.65810 1.40901
41 H 1.12352 0.07891 2.79266
42 H 0.76747 1.80102 2.21896
43 H 1.86331 -0.06808 0.20226
44 H -0.47280 -0.78841 1.63458
45 H -1.28665 0.94488 -0.91491
46 H -2.37785 -0.28068 0.11254
47 H -1.03262 2.46303 1.15918
48 H -1.86629 1.08283 2.22237
49 H -4.01201 1.99693 1.72981
50 H -3.72794 1.51241 -0.04261
51 H -2.71941 4.18579 1.48978
52 H -2.27860 3.82372 -0.27579
53 H -5.19695 3.72435 -0.51159
54 H -4.22532 5.31752 -0.61731
55 H -4.98680 4.87089 1.02868
56 H 0.54139 -2.59528 2.22839
57 H 1.25424 -4.75791 2.74258
58 H 2.90643 -4.48192 1.95413
59 H 3.39101 -2.51420 1.10718
60 H 2.96286 -0.89754 3.53038
61 H 2.19286 -2.55738 3.79283
62 H 4.65136 -2.90858 4.37941
63 H 4.75420 -3.35782 2.55517
64 H 5.16144 -1.59784 3.11427
65 H -4.45082 -3.52705 -0.32219
66 H -4.52886 -3.39877 -2.21046
67 H -3.50199 -4.72008 -1.42636
68 H 0.17531 -3.81692 -2.42613
69 H -0.52977 -2.63113 -3.65354
70 H 2.27674 -2.12262 -4.12720
71 H 1.19764 -3.34674 -4.98335
72 H 4.39005 -5.25394 -1.70552
73 H 3.08758 -4.02363 -0.96495
74 H 4.47556 -3.42590 -2.14448
75 H 1.74649 -7.00522 -3.82947
76 H 0.41667 -5.87864 -3.16139
77 H 1.77912 -6.48728 -1.98529
78 H 4.73583 -2.78364 -4.92929
79 H 6.62988 -3.18473 -6.81983
80 H 6.93558 -5.72250 -7.89850
81 H 5.36052 -7.78711 -6.98625
82 H 3.46247 -7.40366 -5.08500
83 C -6.02788 11.06257 2.73670
84 C -4.58497 10.73192 3.06307
85 N -4.31830 9.30167 3.29328
86 C -5.20753 8.24374 3.22624
87 C -4.51333 7.11947 3.55514
88 N -3.21516 7.51205 3.80575
89 C -3.10995 8.83114 3.62542
90 C -2.11510 6.64230 4.20994
91 H -6.69782 10.73737 3.53787
92 H -6.15070 12.14046 2.61082
93 H -6.34239 10.57546 1.80962
94 H -4.28239 11.26595 3.96855
95 H -3.93514 11.05879 2.24593
96 H -6.23597 8.41289 2.95962
97 H -4.78120 6.08080 3.64629
98 H -2.20860 9.41937 3.73878
99 H -1.71673 6.99538 5.16307
100 H -1.33646 6.67556 3.44657
101 H -2.46885 5.61690 4.32436